8 unconnected molecules or ions with the total composition C36H73BF8N7O14 at a distorted geometry. Source: the Open Molecules 2025 dataset; level of theory: the ωB97M-V functional and the def2-TZVPD basis.

Calculated values
Total charge: -1
HOMO: -4.5 eV

```
139
Properties=species:S:1:pos:R:3:forces:R:3
C -2.298731 1.744253 2.173984 -0.3 -0.6 0.0
C -0.800205 1.626544 1.523243 0.6 -0.5 0.9
O -0.812021 0.751510 0.303230 1.8 1.9 1.2
C -0.013730 3.046021 1.305229 0.4 -0.4 0.0
C -0.712397 4.092215 0.260551 -2.2 1.7 1.1
C 0.166154 5.273434 -0.458447 1.3 0.6 -1.3
C 1.766696 4.966252 -0.615902 -0.2 -0.6 1.0
C 2.692689 6.274025 -0.973853 -0.4 0.1 -0.2
C 2.332415 7.023324 -2.383451 0.0 1.5 1.1
F 0.962237 7.577399 -2.476471 4.0 -1.7 0.2
F 3.258121 8.215641 -2.463611 -2.5 -3.1 -0.2
C 2.619022 6.146304 -3.738103 -0.7 1.2 -2.3
F 4.080669 6.137323 -3.975513 -4.7 -0.8 0.6
F 2.019172 6.937355 -4.876831 2.1 -2.8 3.3
F 1.964985 4.818982 -3.781073 2.8 4.4 0.1
O -1.604957 4.908445 1.150215 0.5 -1.0 -0.3
B -2.773417 5.451894 0.414573 0.0 -0.1 -1.1
C -4.297603 5.138321 0.944994 -0.4 -0.2 1.9
O -5.180535 4.899461 -0.244187 2.6 -2.9 2.4
O -5.844461 6.028312 -0.373934 -2.6 4.6 -2.1
C -2.665758 7.100731 0.122643 -0.2 -0.3 -2.7
O -1.816002 7.807589 1.095000 -3.6 2.8 3.8
C -2.598632 8.447461 2.163560 2.6 -0.1 -0.3
F -3.533164 9.495584 1.655269 2.5 -3.6 2.0
F -3.250364 7.472109 3.096390 1.6 3.6 -3.2
F -1.597495 9.190353 3.017119 -3.4 -2.3 -2.6
O -2.719998 4.814508 -0.946984 2.7 -2.0 -0.7
C -1.872846 3.586161 -0.782444 -1.8 -0.9 -0.3
C -1.402856 2.785390 -2.150924 0.2 1.1 0.0
C -2.538356 1.779685 -2.771920 0.5 0.7 -0.7
O -3.000904 0.719696 -1.860850 -1.7 2.3 -0.2
H -2.808012 2.792325 2.080953 1.3 -2.0 0.0
H -2.271825 1.461635 3.326824 0.1 0.6 -2.4
H -2.977745 0.939597 1.643642 1.3 1.6 1.0
H -0.149393 1.010049 2.312141 -1.2 1.4 -1.4
H 0.160599 0.759262 -0.006383 -2.1 -0.3 0.8
H 1.110200 2.758739 1.022947 -2.4 0.6 0.4
H 0.033324 3.582580 2.361658 -0.2 -1.0 -2.3
H -0.264492 5.460986 -1.550074 0.7 -0.5 2.3
H 0.084763 6.333700 0.084308 -0.1 -2.6 -0.8
H 2.147923 4.585691 0.449447 -0.7 1.0 -2.4
H 1.899028 4.052992 -1.340491 0.0 1.9 1.1
H 3.844029 5.966781 -1.003733 -2.8 0.9 -0.1
H 2.538452 7.065928 -0.094901 0.4 -1.6 -2.2
H -4.395648 4.237305 1.684910 -0.1 1.4 -1.4
H -4.718277 6.091764 1.484690 0.4 -2.1 -0.8
H -5.368782 6.589170 -1.054398 -0.4 -1.0 0.9
H -3.714097 7.599478 -0.057166 2.1 -0.5 0.7
H -2.095911 7.173060 -0.923732 -1.0 0.3 2.3
H -2.698436 2.833568 -0.361974 2.4 1.2 0.1
H -0.417978 2.171805 -1.935451 -2.0 1.2 -0.3
H -1.146451 3.611758 -2.960641 -0.5 -1.8 1.4
H -3.460053 2.437585 -3.142926 2.0 -1.4 0.7
H -2.017293 1.218403 -3.687586 -1.3 1.2 1.9
H -3.852807 1.087680 -1.434461 2.2 -0.9 -0.9
C 1.907672 -0.511718 -1.616888 -0.5 -1.1 -0.5
O 1.823211 -0.286375 -0.416519 0.1 -0.2 -0.5
N 1.502392 -1.670897 -2.243270 0.8 1.7 0.6
C 1.637435 -1.859310 -3.672333 -0.1 0.0 0.2
C 0.923140 -2.734881 -1.449337 -0.1 0.2 0.3
H 2.332871 0.229398 -2.313506 0.0 -0.1 -0.1
H 0.645947 -2.029198 -4.101623 0.1 0.0 -0.1
H 2.272318 -2.730859 -3.855379 -0.1 0.0 -0.2
H 2.087476 -0.981799 -4.144420 -0.1 -0.1 0.1
H 0.031805 -2.355086 -0.940748 0.2 -0.3 -0.1
H 1.649989 -3.053231 -0.695763 -0.1 -0.1 0.0
H 0.652216 -3.584639 -2.081503 0.0 0.3 0.1
C 4.776454 3.811402 0.220055 0.7 -0.2 0.4
O 4.698225 4.977891 0.583345 0.7 -1.0 0.1
N 5.837682 2.966728 0.466273 -1.1 0.7 -0.4
C 5.852578 1.596100 0.000318 0.1 0.1 0.1
C 6.974298 3.463427 1.214150 -0.2 0.3 0.0
H 3.967694 3.331980 -0.355606 0.1 -0.1 0.0
H 5.939950 0.930307 0.863617 0.0 -0.1 -0.2
H 6.712754 1.456948 -0.660676 -0.1 -0.2 0.0
H 4.936857 1.356218 -0.546803 0.1 0.1 0.1
H 6.634672 3.794838 2.200155 0.2 0.0 -0.1
H 7.403599 4.318806 0.683530 0.1 -0.1 0.2
H 7.731711 2.683476 1.328710 -0.2 0.1 -0.1
C -2.390279 -4.174927 -0.325473 0.1 -0.6 0.6
O -1.455514 -4.104748 -1.112928 -0.6 -0.5 0.6
N -2.452510 -5.010353 0.769284 0.0 1.0 -1.2
C -3.598020 -5.032669 1.654307 0.1 -0.1 0.0
C -1.338605 -5.894194 1.044904 0.1 0.1 -0.2
H -3.289004 -3.547005 -0.440940 0.0 -0.1 0.1
H -3.269317 -4.772111 2.664388 -0.2 -0.1 0.0
H -4.025047 -6.039559 1.654193 -0.1 0.1 0.1
H -4.360389 -4.319337 1.329683 0.2 -0.1 0.0
H -0.435352 -5.294061 1.191051 0.1 -0.2 0.0
H -1.187292 -6.555140 0.185961 0.1 0.0 0.2
H -1.532197 -6.491826 1.939600 -0.1 0.2 -0.2
C -0.140174 -6.861617 4.981198 0.0 1.0 0.1
O -1.305386 -6.958147 4.618212 0.7 0.2 0.2
N 0.502179 -5.685143 5.303056 -0.5 -1.5 -0.3
C 1.886772 -5.656575 5.725010 -0.2 0.1 -0.1
C -0.228566 -4.437513 5.217281 -0.3 -0.1 -0.1
H 0.507332 -7.748246 5.080953 0.1 0.1 0.0
H 1.941734 -5.223413 6.727780 0.2 0.0 -0.1
H 2.456736 -5.038840 5.025209 0.1 -0.1 0.2
H 2.313211 -6.663145 5.744899 -0.1 0.1 0.0
H -1.094483 -4.485228 5.884586 0.0 0.2 -0.1
H -0.582052 -4.301570 4.190589 0.0 0.2 0.2
H 0.409169 -3.596272 5.501411 -0.1 -0.2 -0.1
C 6.909721 8.794784 -8.177452 0.4 -0.6 0.5
O 7.844486 8.864963 -8.964907 -0.5 -0.2 0.6
N 6.847490 7.959358 -7.082695 -0.1 1.0 -1.1
C 5.701980 7.937042 -6.197672 0.1 -0.1 0.0
C 7.961395 7.075517 -6.807075 0.1 0.1 -0.3
H 6.010996 9.422706 -8.292919 0.0 -0.1 0.1
H 6.030683 8.197600 -5.187591 -0.3 -0.1 0.0
H 5.274953 6.930152 -6.197786 -0.1 0.2 0.2
H 4.939611 8.650374 -6.522297 0.2 -0.1 0.0
H 8.864648 7.675650 -6.660928 0.0 -0.2 0.0
H 8.112708 6.414571 -7.666018 0.2 0.0 0.2
H 7.767803 6.477885 -5.912379 -0.1 0.2 -0.2
C -6.623546 -7.743862 3.576518 0.7 0.1 0.4
O -6.701775 -6.577373 3.939808 0.3 -0.9 -0.2
N -5.562318 -8.588536 3.822737 -1.3 0.6 -0.4
C -5.547422 -9.959165 3.356782 0.1 0.2 0.1
C -4.425702 -8.091837 4.570613 -0.1 0.4 0.0
H -7.432306 -8.223285 3.000857 0.1 -0.1 0.0
H -5.460050 -10.624957 4.220081 0.0 -0.2 -0.1
H -4.687246 -10.098316 2.695788 -0.1 -0.2 0.0
H -6.463143 -10.199046 2.809660 0.1 0.1 0.1
H -4.765328 -7.760426 5.556618 0.2 0.0 -0.1
H -3.996401 -7.236458 4.039994 0.1 -0.1 0.3
H -3.668289 -8.871788 4.685174 -0.2 0.1 -0.1
C -3.111392 -10.056905 -0.019202 0.7 0.2 0.4
O -3.189621 -8.890416 0.344088 0.3 -1.0 -0.1
N -2.050164 -10.901579 0.227017 -1.2 0.6 -0.4
C -2.035268 -12.272207 -0.238938 0.1 0.2 0.1
C -0.913548 -10.404880 0.974893 -0.1 0.3 0.1
H -3.920152 -10.536327 -0.594863 0.1 -0.1 0.0
H -1.947896 -12.938000 0.624361 0.0 -0.2 -0.2
H -1.175092 -12.411359 -0.899932 -0.1 -0.2 0.0
H -2.950989 -12.512089 -0.786059 0.1 0.1 0.1
H -1.253174 -10.073469 1.960898 0.2 0.1 -0.1
H -0.484247 -9.549501 0.444274 0.1 -0.1 0.2
H -0.156135 -11.184831 1.089454 -0.2 0.1 -0.1
```
Positions in Å, forces in eV/Å.

Atom charges from the Mulliken analysis, given in e for atoms 1 to 4: atom 1 (C): -1.01, atom 2 (C): 0.19, atom 3 (O): -0.29, atom 4 (C): -0.74

---

8 unconnected molecules or ions with the total composition C32H64O19 at a distorted geometry. Source: the Open Molecules 2025 dataset; level of theory: the ωB97M-V functional and the def2-TZVPD basis.

Calculated values
SMILES string: CCOC(=O)OC.CCOC(=O)OC.CCOC(=O)OC.CCOC(C)=O.CCOC(C)=O.CCOC(C)=O.CCOC(C)=O.CCOC(C)=O
HOMO: -10.1 eV
Relative energy (zero: lowest compared OMol25 entry of this formula, charge and spin): 0.0 kcal/mol

```
115
Properties=species:S:1:pos:R:3:forces:R:3
C -13.668931 13.985847 46.000623 -0.1 1.3 -0.4
C -12.899933 12.925442 45.300873 0.1 -1.8 1.2
O -13.722625 12.327055 44.274431 -0.5 2.4 1.1
C -13.274565 11.366321 43.542846 0.0 -1.3 -0.7
O -12.225054 10.810804 43.696534 0.5 -0.4 -0.5
O -14.251513 11.074459 42.649827 0.4 0.1 -1.0
C -13.989375 10.035778 41.692406 0.2 -2.0 1.2
H -14.670951 13.778586 46.376268 0.2 -0.8 0.0
H -13.820839 14.816714 45.311660 0.2 0.4 0.2
H -13.039188 14.286789 46.837861 -0.1 0.3 0.0
H -12.642993 12.191736 46.064910 -0.4 -0.7 -0.2
H -11.884557 13.217999 45.033442 -0.4 0.4 -1.1
H -14.885604 9.670895 41.190660 -0.3 1.2 -0.2
H -13.777228 9.132847 42.264950 0.5 -0.1 0.3
H -13.144069 10.107059 41.007938 -0.1 1.0 0.1
C -14.499565 5.304606 33.266333 -0.8 -1.0 -1.2
C -15.029147 5.562737 31.794395 0.4 0.8 2.1
O -13.936822 5.218618 30.958503 1.0 -1.2 -1.2
C -14.126141 4.636567 29.749736 -1.0 0.5 -0.1
O -15.225827 4.592220 29.214468 2.1 -0.5 0.3
O -12.909206 4.181975 29.277173 -1.5 0.9 0.8
C -12.869972 3.665172 27.945326 -0.8 -0.4 -0.2
H -15.185993 5.605244 34.057873 0.0 0.6 -0.2
H -13.474791 5.629939 33.445483 -0.2 0.3 -0.2
H -14.521244 4.217292 33.339720 0.4 -0.2 0.1
H -15.240426 6.622610 31.652560 -0.1 0.0 -0.1
H -15.954020 5.004370 31.649723 0.3 -0.2 -0.5
H -11.908305 3.167396 27.820749 -0.1 0.2 0.1
H -13.028639 4.416244 27.171511 0.3 0.4 0.3
H -13.683835 2.955167 27.798233 0.1 -0.2 0.1
C -17.128027 18.646082 28.209538 0.2 -0.2 -0.6
C -16.830800 17.204048 27.743058 1.3 0.4 1.3
O -16.805246 17.113146 26.330527 -0.1 -0.2 -1.1
C -15.768045 17.639309 25.641902 -0.6 0.8 0.8
O -14.734069 18.024213 26.153916 -1.0 -0.6 -1.4
O -16.201968 17.766110 24.341379 -1.0 -2.1 2.8
C -15.300825 18.252499 23.449996 2.2 1.6 -1.1
H -16.233978 19.247015 28.043219 0.2 -0.1 0.1
H -17.387010 18.739771 29.264180 -0.2 -0.2 -0.1
H -17.860206 19.136615 27.568120 -0.5 -0.3 0.2
H -17.396628 16.369779 28.157700 -1.0 0.5 -0.5
H -15.865422 16.923150 28.164058 0.5 0.3 -0.3
H -15.097167 19.265765 23.796277 0.5 0.3 -0.7
H -15.661219 18.245733 22.421319 -0.6 0.0 0.3
H -14.355895 17.710627 23.410456 0.1 -0.2 0.3
O -12.733716 11.057199 33.194694 -0.3 0.9 -0.6
C -12.896023 12.249332 33.005455 0.2 -1.9 0.7
O -13.196879 12.815745 31.844950 -0.3 0.1 -0.7
C -13.517515 11.978954 30.729213 -0.8 -0.8 -0.6
C -12.329348 11.470528 29.954261 0.4 0.1 -0.4
C -12.757237 13.285037 34.049226 0.0 0.6 0.6
H -14.166618 12.565152 30.078726 0.3 0.4 0.1
H -14.158995 11.145124 31.014373 0.2 0.0 0.5
H -11.884822 10.545170 30.320616 0.1 0.3 0.5
H -11.607145 12.283475 29.879179 0.3 -0.2 0.1
H -12.604324 11.227926 28.927793 -0.3 0.2 -0.1
H -11.838017 13.813871 33.797323 -0.1 0.4 0.2
H -12.692771 12.899433 35.066703 0.1 -0.3 -0.3
H -13.613062 13.958501 34.003276 0.2 0.2 -0.1
O -7.771742 0.530567 32.373755 -0.8 0.8 -0.4
C -8.812898 1.128523 32.135837 1.2 -3.1 0.5
O -9.039634 2.346852 32.554192 -1.2 0.8 0.2
C -7.995051 3.062439 33.169820 0.6 3.0 0.1
C -8.458374 4.550189 33.404394 -0.1 -0.1 -0.2
C -9.982983 0.444187 31.404997 0.7 1.0 1.2
H -7.177079 3.179487 32.458954 0.1 -0.4 0.0
H -7.549610 2.682100 34.089074 -0.6 -0.7 -0.1
H -9.340187 4.780585 34.002247 -0.2 -0.9 0.3
H -8.678175 5.069298 32.471490 0.2 -0.3 -0.3
H -7.683922 5.150697 33.881588 0.4 -0.4 0.0
H -9.863462 -0.639146 31.419341 0.5 0.3 -0.5
H -9.969065 0.936677 30.432701 -0.6 -0.5 -0.2
H -10.885999 0.619490 31.989756 -0.2 0.5 -0.4
O -2.507009 8.921762 29.242590 -3.2 -2.0 1.5
C -3.300030 8.365122 30.042666 2.9 2.2 0.1
O -4.563690 7.957216 29.879252 0.9 -0.1 -0.8
C -5.129294 8.125596 28.570054 -0.6 0.8 -0.9
C -6.074175 6.987796 28.283584 0.1 -0.8 1.0
C -2.851913 8.189321 31.497632 0.0 -1.1 -0.1
H -4.400979 8.140181 27.759212 0.5 0.0 0.5
H -5.574720 9.120304 28.585768 -0.3 -0.1 -0.1
H -6.477349 6.928964 27.272595 0.2 0.3 0.0
H -6.887740 6.888363 29.002136 -0.1 0.4 0.0
H -5.462479 6.107162 28.479536 -0.1 -0.4 -0.4
H -3.173277 7.221921 31.883581 -0.2 -0.1 -0.1
H -3.261421 8.904277 32.211231 0.0 0.3 -0.4
H -1.763333 8.157129 31.543150 -0.1 0.4 -0.1
O -7.889062 14.808172 30.071332 -0.1 -0.4 -0.1
C -8.084440 14.969340 31.258309 2.0 -1.3 -1.9
O -8.722877 15.984227 31.709418 -2.3 1.4 1.9
C -9.359240 16.937609 30.813515 1.5 0.4 0.1
C -10.485297 17.656569 31.513256 -0.4 -0.4 0.3
C -7.471627 14.078981 32.313982 -0.6 -0.6 -0.1
H -9.582887 16.496108 29.842349 -0.3 -0.2 0.3
H -8.531192 17.625949 30.644316 -0.2 0.3 -0.3
H -10.255648 17.920245 32.545647 0.4 0.1 -0.1
H -11.383854 17.046421 31.605068 -0.1 -0.1 -0.3
H -10.713275 18.569699 30.963421 -0.1 -0.1 0.0
H -7.183008 13.124112 31.874649 0.0 0.2 -0.3
H -8.235900 13.830039 33.050196 0.2 0.3 0.4
H -6.575648 14.513573 32.757200 -0.3 0.2 0.1
O -19.792533 11.525513 30.570672 -1.6 -1.1 2.8
C -20.552485 11.029995 31.431189 0.2 0.8 -3.0
O -20.566531 11.321396 32.736877 0.8 0.3 -0.9
C -19.555758 12.265960 33.191514 0.2 0.2 1.2
C -19.242331 11.817786 34.625764 0.4 -0.4 -0.3
C -21.645016 10.019818 30.959210 1.4 0.5 0.7
H -19.944203 13.283523 33.149399 -0.5 -0.1 0.1
H -18.655158 12.348375 32.583048 -0.2 -0.8 -0.3
H -18.735296 10.853009 34.610856 -0.2 -0.2 -0.3
H -20.151248 11.665720 35.207864 0.0 0.3 0.0
H -18.516960 12.429280 35.162451 -0.3 0.5 -0.1
H -22.442402 10.510739 30.401283 0.2 0.2 0.1
H -22.057838 9.429605 31.777318 0.1 0.1 -0.1
H -21.054210 9.406988 30.278416 -0.4 -0.3 -0.1
```
Positions in Å, forces in eV/Å.

Atom charges from the Mulliken analysis, given in e for atoms 1 to 4: atom 1 (C): -1.20, atom 2 (C): -0.22, atom 3 (O): -0.25, atom 4 (C): 0.74